ORCA calculation (ωB97M-V/def2-TZVPD) on a 2-piece molecular cluster, CH2N2O2 overall at a distorted geometry.

The HOMO energy (alpha / beta) is -8.7 / -8.7 eV. The energy above the lowest of the compared OMol25 structures with the same formula, charge and spin is 113.9 kcal per mole. The calculated total energy is -8140.4322 eV. The calculation puts the gap between HOMO and LUMO (alpha / beta) at 9.2 / 9.2 eV. The calculation puts the LUMO energy (alpha / beta) at 0.5 / 0.5 eV.

ORCA input file:
```
! RIJCOSX wB97M-V def2-TZVPD def2/J DEFGRID3
* xyz 0 1
C 0.7534 -0.3491 -0.8219
N 1.4639 -1.2929 -0.7340
N -1.3594 0.3688 1.7945
O 0.2486 0.6935 -0.8880
O -1.5328 1.4242 1.1033
H 1.3824 -2.2835 -0.7409
H -0.9561 1.4389 0.2870
*
```

Atomic partial charges in e from the natural (NBO) method, atoms 1 to 2: C 0.88; N -0.74

=====

ORCA calculation (ωB97M-V/def2-TZVPD) on C37H52BF5LaN9S4 as an isolated structure at a distorted geometry.

The HOMO energy is -12.3 eV. The energy above the lowest of the compared OMol25 structures with the same formula, charge and spin is 21.2 kcal per mole. The calculated total energy is -111080.5907 eV. The calculation puts the gap between HOMO and LUMO at 5.7 eV. The calculation puts the LUMO energy at -6.5 eV.

ORCA input file:
```
! RIJCOSX wB97M-V def2-TZVPD def2/J DEFGRID3
* xyz 2 1
La -0.0480 -2.8279 0.9489
C -3.2400 0.8734 2.9423
C -1.9926 1.3147 2.3473
C -1.3424 2.4485 2.6963
C -0.0763 2.8424 2.0755
N 0.3549 2.1822 1.0304
N -0.3623 1.1006 0.6080
B 0.1731 0.5013 -0.6176
N 1.6427 0.5684 -0.8235
N 1.9344 1.1164 -2.0139
C 3.1843 1.4521 -2.2309
C 4.1676 1.2280 -1.2137
C 3.9043 0.5824 -0.0564
C 4.9379 0.3447 1.0142
C 2.5299 0.1591 0.1474
S 2.0595 -0.7328 1.4868
C 3.5097 2.1055 -3.5640
C 4.4447 3.3194 -3.2974
C 4.2498 1.1126 -4.4671
C 2.2059 2.6100 -4.1817
N -0.7082 0.2549 -1.7832
N -1.6891 1.1368 -1.8900
C -2.4731 1.0293 -2.9071
C -2.2687 -0.0042 -3.9122
C -1.2917 -0.9467 -3.7564
C -1.0885 -2.0526 -4.7269
C -0.5117 -0.8261 -2.5397
S 0.5451 -2.0660 -2.0402
C -3.7063 1.9105 -2.9700
C -3.8029 2.7833 -1.7124
C -3.6828 2.8393 -4.2033
C -4.9466 0.9448 -3.0061
C -1.4678 0.6238 1.2261
S -2.2276 -0.7719 0.5806
C 0.7403 3.9871 2.5850
C -0.2017 5.2298 2.7667
C 1.3483 3.5821 3.9345
C 1.8832 4.3316 1.6173
H -3.4259 1.4501 3.8610
H -3.2334 -0.1908 3.1061
H -4.1018 1.0653 2.2321
H -1.6543 3.0780 3.5041
H 5.2072 1.5078 -1.4494
H 5.8864 0.4886 0.5614
H 4.8762 -0.7092 1.3382
H 4.7644 0.9965 1.8915
H 5.4508 3.0555 -3.0099
H 3.9625 4.0138 -2.6136
H 4.5714 3.8713 -4.2450
H 5.1254 0.7142 -3.9637
H 4.5970 1.6571 -5.3449
H 3.6316 0.2857 -4.7691
H 1.6220 3.2860 -3.5572
H 1.5247 1.7742 -4.4250
H 2.4492 3.1450 -5.1243
H -2.9968 -0.1297 -4.7178
H -1.5252 -1.7773 -5.6800
H -1.5370 -3.0057 -4.4202
H -0.0123 -2.2957 -4.7436
H -2.9784 3.4795 -1.6898
H -3.7643 2.1993 -0.8168
H -4.7345 3.3411 -1.7705
H -2.8806 3.5563 -4.1691
H -4.6265 3.4098 -4.2297
H -3.5812 2.2617 -5.1507
H -5.0145 0.3540 -2.0907
H -4.9537 0.2564 -3.8509
H -5.8083 1.6250 -3.0125
H -0.9665 5.0237 3.5133
H -0.7010 5.4667 1.8241
H 0.4074 6.0722 3.0713
H 0.5848 3.1718 4.6084
H 1.8724 4.4568 4.3165
H 2.1027 2.8044 3.7920
H 1.5053 4.6333 0.6734
H 2.5024 3.4509 1.4063
H 2.4889 5.1260 1.9955
N 0.8689 -5.1567 0.0667
C -0.1733 -6.2691 0.1464
C -0.9914 -6.1778 1.4282
N -1.5157 -4.8727 1.7594
C -2.9071 -4.6515 1.3181
C -3.0236 -4.7647 -0.2502
N -2.0668 -3.7635 -0.8270
H 1.1444 -5.0386 -0.8903
H 1.7096 -5.3757 0.5739
H 0.3088 -7.2314 0.0967
H -0.7955 -6.1136 -0.7130
H -0.3257 -6.4855 2.2441
H -1.7566 -6.9531 1.3775
H -1.4886 -4.7620 2.7815
H -3.2665 -3.6573 1.5238
H -3.6230 -5.3793 1.7707
H -4.0377 -4.5121 -0.4954
H -2.7401 -5.7385 -0.6432
H -2.5525 -2.9053 -0.9754
H -1.7713 -4.0461 -1.7408
F 1.1885 -0.0955 7.3804
C 1.2207 -1.0019 6.4412
C 0.3214 -0.9299 5.3764
F -0.5734 0.0476 5.3727
C 0.4088 -1.8724 4.3866
F -0.5211 -1.7957 3.3856
C 1.3987 -2.8549 4.3171
S 1.5290 -4.0442 3.0519
C 2.2719 -2.8863 5.3993
F 3.1839 -3.8693 5.4583
C 2.1992 -2.0004 6.4808
F 3.0527 -2.0989 7.4538
*
```

Atomic partial charges in e from the Löwdin method, atoms 1 to 2: La 1.48; C -0.05

=====

ORCA calculation (ωB97M-V/def2-TZVPD) on one molecule with the formula C3H7N3OS at a distorted geometry.

The HOMO energy is -9.2 eV. Its SMILES is [H]/N=C(\CO)NC(N)=S. The energy above the lowest of the compared OMol25 structures with the same formula, charge and spin is 85.3 kcal per mole. The calculated total energy is -20574.4837 eV. The calculation puts the gap between HOMO and LUMO at 9.1 eV. The calculation puts the LUMO energy at -0.1 eV.

ORCA input file:
```
! RIJCOSX wB97M-V def2-TZVPD def2/J DEFGRID3
* xyz 0 1
C -1.1972 0.4560 -0.0296
C 1.3798 0.5952 -0.3310
C 1.4729 -0.9613 -0.3373
H -2.7954 1.4140 0.7318
H -1.3059 2.3147 1.0177
H 0.1537 2.0450 0.1228
H 3.0567 0.7244 -0.2465
H 0.8599 -1.4516 -1.1023
H 2.5560 -1.2004 -0.7422
H 0.3580 -2.2952 0.7309
N -1.9092 1.5792 0.3241
N 0.0192 1.0322 -0.3068
N 2.3378 1.4686 0.0505
O 1.2821 -1.5772 0.8985
S -1.6380 -1.1270 -0.2492
*
```

Atomic partial charges in e from the natural (NBO) method, atoms 1 to 2: C 0.28; C 0.40

=====

ORCA calculation (ωB97M-V/def2-TZVPD) on C7H12LiO4Tl as an isolated structure at a distorted geometry.

The HOMO energy (alpha / beta) is -1.6 / -1.6 eV. The energy above the lowest of the compared OMol25 structures with the same formula, charge and spin is 16.8 kcal per mole. The calculated total energy is -20540.6493 eV. The calculation puts the gap between HOMO and LUMO (alpha / beta) at 2.7 / 2.7 eV. The calculation puts the LUMO energy (alpha / beta) at 1.0 / 1.0 eV.

ORCA input file:
```
! RIJCOSX wB97M-V def2-TZVPD def2/J DEFGRID3
* xyz -1 2
C 1.7675 -0.5767 -1.4634
C 2.8328 0.3544 -0.8995
O 2.3545 1.6753 -0.6281
Tl 3.3958 3.5638 -1.0848
H 2.2943 -1.4675 -1.8402
H 1.4520 1.6073 -0.1201
H 1.3007 -0.0730 -2.3279
H 3.6514 0.4509 -1.6284
H 3.2486 -0.0880 0.0216
C 0.6868 -1.0421 -0.4671
C 1.2479 -1.8365 0.6913
H 0.0211 -1.6978 -1.0594
H 0.4226 -2.3341 1.2375
H 1.7042 -1.1459 1.4324
O -4.4277 1.6346 1.3436
C -3.6935 0.6153 1.2335
O -4.1105 -0.5527 1.4503
O -2.4345 0.8314 0.8346
C -1.6165 -0.2983 0.4935
C -0.2989 0.2133 -0.0529
Li -5.7867 0.3538 1.9069
H -2.1400 -0.9040 -0.2605
H -1.4647 -0.9104 1.3925
H 0.1256 0.8336 0.7566
H -0.5327 0.7934 -0.9620
*
```

Atomic partial charges in e from the natural (NBO) method, atoms 1 to 2: C -0.43; C -0.08